Molecular formula: C27H25N2O3PRe
Method: DFT, the ωB97M-V functional and the def2-TZVPD basis

Last column: Mulliken charge in e.
Geometry (Å):
Re  -0.206  0.108  0.321  1.52
N  1.338  -1.149  -0.779  -0.64
C  2.167  -1.913  0.180  0.01
C  2.358  -1.079  1.447  0.55
O  3.399  -1.143  2.076  -0.71
N  1.307  -0.251  1.697  -0.31
C  1.652  1.021  2.329  -0.85
C  1.621  2.106  1.246  0.70
O  2.134  3.186  1.359  -0.66
O  0.955  1.734  0.134  -0.76
H  1.898  -0.438  -1.245  0.41
H  0.956  -1.754  -1.498  0.28
H  1.661  -2.851  0.410  -0.28
H  3.157  -2.147  -0.212  0.48
H  0.927  1.285  3.102  0.22
H  2.638  0.984  2.790  0.44
C  -3.616  -2.761  4.717  -0.52
C  -3.779  -3.643  3.654  -0.96
C  -3.197  -3.364  2.430  -0.14
C  -2.463  -2.188  2.250  0.42
C  -2.284  -1.326  3.324  -0.15
C  -2.861  -1.612  4.555  -0.78
P  -1.689  -1.831  0.651  1.30
C  -0.912  -3.422  0.216  0.32
C  -0.800  -3.804  -1.119  -0.48
C  -0.079  -4.939  -1.465  -0.69
C  0.530  -5.702  -0.479  -0.61
C  0.418  -5.328  0.854  -0.59
C  -0.296  -4.192  1.201  -0.86
C  -2.951  -1.573  -0.623  0.75
C  -4.122  -2.276  -0.731  -0.27
C  -4.966  -2.082  -1.842  -1.07
C  -4.604  -1.210  -2.830  -0.76
C  -3.405  -0.464  -2.747  0.51
C  -3.022  0.450  -3.761  -0.81
C  -1.874  1.172  -3.631  -0.86
C  -1.062  1.033  -2.478  -0.15
C  -1.380  0.163  -1.459  -0.33
C  -2.571  -0.624  -1.616  0.39
H  -4.066  -2.982  5.676  0.38
H  -4.350  -4.553  3.783  0.41
H  -3.288  -4.080  1.622  0.38
H  -1.687  -0.434  3.203  0.18
H  -2.714  -0.935  5.386  0.45
H  -1.283  -3.216  -1.892  0.46
H  0.000  -5.230  -2.504  0.45
H  1.089  -6.589  -0.747  0.40
H  0.893  -5.921  1.625  0.41
H  -0.363  -3.899  2.242  0.45
H  -4.415  -2.987  0.030  0.33
H  -5.893  -2.636  -1.915  0.44
H  -5.242  -1.071  -3.695  0.39
H  -3.657  0.568  -4.631  0.38
H  -1.586  1.875  -4.403  0.42
H  -0.187  1.669  -2.388  0.53
C  -1.659  1.300  1.293  -1.83
H  -1.369  1.572  2.315  0.40
H  -2.666  0.877  1.322  0.47
H  -1.701  2.227  0.715  0.42

Results
2S+1	4
Kohn-Sham gap (alpha / beta)	7.74 / 8.03	eV
⟨S²⟩	3.77
energy relative to the best compared isomer or geometry (same formula, charge and spin)	0.0	kcal/mol
LUMO energy (alpha / beta)	0.0003 / -0.0177	hartree


Molecular formula: C3H6N2
Method: DFT, the ωB97M-V functional and the def2-TZVPD basis

Last column: Mulliken charge in e.
Geometry (Å):
C  -1.134  0.644  -0.715  -1.09
C  1.144  -0.385  0.600  0.37
C  -0.136  -0.096  -1.306  0.22
N  0.966  -0.483  -0.654  -0.41
N  1.959  0.002  1.444  -0.51
H  1.898  -0.352  2.387  0.27
H  -0.437  -0.735  1.174  -0.01
H  -0.262  -0.527  -2.293  0.38
H  -2.015  0.879  -1.298  0.27
H  -0.876  1.442  -0.031  0.37
H  -1.107  -0.388  0.693  0.14

Results
Kohn-Sham gap	9.61	eV
energy relative to the best compared isomer or geometry (same formula, charge and spin)	88.1	kcal/mol
LUMO energy	0.0219	hartree


Molecular formula: C34H56N2O4P3Pb
Method: DFT, the ωB97M-V functional and the def2-TZVPD basis

Last column: Mulliken charge in e.
Geometry (Å):
C  1.629  1.858  2.075  -0.03
C  0.105  3.024  0.690  0.36
C  2.179  3.054  2.556  -0.61
C  0.781  4.238  1.011  -1.03
C  1.791  4.250  1.956  -0.92
H  2.980  3.025  3.292  0.58
H  0.452  5.152  0.521  0.57
H  2.247  5.188  2.264  0.50
N  0.615  1.836  1.199  0.88
P  2.216  -0.991  1.544  0.12
P  -2.213  1.678  -0.172  -0.04
C  2.277  0.560  2.575  -1.58
H  3.346  0.757  2.766  0.59
H  1.833  0.315  3.554  0.84
C  -1.104  3.061  -0.077  -1.09
H  -1.258  3.969  -0.682  0.67
C  -2.855  1.335  -2.013  2.41
C  -3.541  2.404  1.033  1.62
C  3.838  -0.868  0.540  1.86
C  2.292  -2.369  2.860  1.62
C  -2.347  -0.006  -2.583  -1.93
H  -2.651  -0.872  -1.976  0.19
H  -2.813  -0.139  -3.573  0.65
H  -1.259  -0.039  -2.735  0.18
C  -4.388  1.258  -2.024  -1.82
H  -4.752  0.421  -1.414  0.31
H  -4.871  2.185  -1.696  0.29
H  -4.713  1.064  -3.058  0.58
C  -2.335  2.460  -2.902  -1.95
H  -2.710  2.291  -3.922  0.50
H  -2.679  3.449  -2.575  0.38
H  -1.238  2.462  -2.945  0.39
C  -4.706  1.425  1.233  -1.70
H  -4.351  0.398  1.373  0.25
H  -5.267  1.711  2.135  0.48
H  -5.410  1.447  0.395  0.37
C  -2.886  2.623  2.402  -1.52
H  -2.535  1.680  2.845  0.05
H  -2.054  3.327  2.343  0.32
H  -3.643  3.070  3.064  0.64
C  -4.030  3.738  0.448  -1.35
H  -3.224  4.302  -0.034  0.22
H  -4.837  3.591  -0.282  0.36
H  -4.424  4.382  1.250  0.45
C  2.422  -3.724  2.145  -1.86
H  2.378  -4.518  2.905  0.53
H  1.593  -3.894  1.441  0.29
H  3.376  -3.836  1.614  0.29
C  0.971  -2.367  3.651  -1.43
H  0.786  -1.413  4.161  0.31
H  0.106  -2.605  3.018  0.05
H  1.044  -3.148  4.425  0.62
C  3.436  -2.185  3.868  -1.61
H  3.320  -2.961  4.640  0.52
H  4.429  -2.321  3.431  0.32
H  3.398  -1.209  4.369  0.30
C  3.914  0.520  -0.118  -1.84
H  4.766  0.520  -0.817  0.61
H  3.014  0.761  -0.696  0.25
H  4.097  1.312  0.621  0.24
C  3.783  -1.953  -0.549  -1.30
H  2.893  -1.844  -1.182  0.02
H  4.670  -1.845  -1.192  0.53
H  3.799  -2.966  -0.128  0.24
C  5.107  -1.054  1.384  -1.80
H  5.156  -0.363  2.236  0.32
H  5.237  -2.086  1.733  0.39
H  5.972  -0.830  0.739  0.53
Pb  -0.133  -0.555  0.014  2.83
C  -2.585  -0.624  3.328  0.11
O  -2.575  -1.709  3.690  -0.14
N  1.254  -0.588  -2.104  -0.46
C  1.674  0.089  -2.991  0.23
C  1.898  1.231  -3.807  0.32
C  2.465  1.101  -5.091  -0.57
C  1.599  2.515  -3.271  0.01
C  2.812  2.257  -5.800  -0.58
H  2.641  0.091  -5.487  0.49
C  1.917  3.654  -4.020  -0.65
H  1.147  2.614  -2.263  0.41
C  2.567  3.529  -5.261  -0.51
H  3.286  2.153  -6.784  0.42
H  1.653  4.654  -3.645  0.43
H  2.866  4.422  -5.829  0.41
C  -2.026  -5.050  1.634  -0.78
O  -1.156  -4.338  0.733  -0.21
P  -1.602  -3.032  -0.173  0.44
O  -1.612  -3.620  -1.713  -0.32
C  -0.571  -4.419  -2.300  -0.74
O  -3.212  -2.901  0.121  -0.20
C  -4.250  -3.740  -0.438  -0.86
H  -2.625  -4.364  2.250  0.35
H  -1.367  -5.630  2.290  0.28
H  -2.676  -5.742  1.081  0.31
H  0.063  -3.788  -2.937  0.23
H  0.057  -4.919  -1.550  0.36
H  -1.062  -5.176  -2.919  0.30
H  -3.959  -4.194  -1.396  0.35
H  -4.521  -4.527  0.280  0.32
H  -5.119  -3.095  -0.604  0.29

Results
Kohn-Sham gap (alpha / beta)	4.83 / 6.34	eV
energy relative to the best compared isomer or geometry (same formula, charge and spin)	14.4	kcal/mol
LUMO energy (alpha / beta)	-0.4134 / -0.3643	hartree
total charge	+3


Molecular formula: C3H7O
Method: DFT, the ωB97M-V functional and the def2-TZVPD basis

Last column: Mulliken charge in e.
Geometry (Å):
C  -1.825  -1.058  -0.007  -0.49
C  -0.890  -1.371  0.883  -0.40
H  -1.590  -0.247  -0.690  0.24
H  -2.835  -1.455  0.019  0.25
H  0.052  -0.843  0.779  0.13
H  -0.994  -2.150  1.632  0.25
C  1.607  1.428  -0.511  -0.71
O  0.507  0.735  -0.907  -0.79
H  1.424  2.057  0.388  0.18
H  2.512  0.802  -0.283  0.16
H  2.032  2.102  -1.303  0.20

Results
Kohn-Sham gap	6.47	eV
energy relative to the best compared isomer or geometry (same formula, charge and spin)	34.5	kcal/mol
LUMO energy	0.1647	hartree
total charge	-1


Molecular formula: H16O8
Method: DFT, the ωB97M-V functional and the def2-TZVPD basis

Last column: Mulliken charge in e.
Geometry (Å):
H  -0.429  0.450  -0.150  0.31
H  -0.407  0.253  1.357  0.28
H  1.463  3.774  1.881  0.30
H  0.211  2.956  2.152  0.32
H  -4.788  -2.382  0.141  0.31
H  -3.768  -1.256  0.117  0.29
H  -1.539  -3.305  0.350  0.30
H  -1.176  -3.703  -1.071  0.27
H  4.353  -1.628  -0.097  0.30
H  3.714  -2.897  0.442  0.31
H  -0.690  1.482  2.687  0.24
H  -1.386  0.636  3.741  0.33
H  4.385  -0.502  -1.541  0.26
H  3.202  -1.368  -1.943  0.36
H  -2.140  2.851  -3.053  0.32
H  -1.072  3.712  -2.399  0.32
O  -0.048  -0.107  0.538  -0.58
O  0.886  3.113  1.482  -0.58
O  -4.020  -2.063  -0.346  -0.60
O  -1.632  -3.021  -0.566  -0.57
O  3.511  -1.984  0.208  -0.61
O  -0.514  0.934  3.461  -0.62
O  3.524  -0.460  -1.973  -0.62
O  -1.699  3.704  -3.131  -0.64

Results
Kohn-Sham gap	10.59	eV
energy relative to the best compared isomer or geometry (same formula, charge and spin)	86.6	kcal/mol
SMILES string	O.O.O.O.O.O.O.O
LUMO energy	0.0029	hartree